[1]
This record from the Open Molecules 2025 dataset describes a cluster of 2 separate species, C4H6O2S2 in total at a distorted geometry. The level of theory is wB97M-V/def2-TZVPD.

Element x y z (Å)
C: 1.45049 -0.17354 -0.39712
C: 0.83967 0.92823 -0.90949
C: -1.52624 -0.72455 0.58461
C: -1.56350 0.64296 0.09660
O: 2.04429 -2.54495 0.69770
O: 3.14584 2.04657 -0.00524
S: 1.30397 -1.85274 -0.36924
S: 1.88089 1.46270 0.42527
H: 0.14647 1.15518 -1.73045
H: -0.73846 -1.40654 0.18250
H: -2.48703 -1.02179 0.17729
H: -1.41526 -0.71152 1.57670
H: -1.55923 1.53437 0.62207
H: -1.52190 0.66562 -0.95119

Net charge: 0
E_tot, hartree: -1102.61811
Orbital gap (spin up / spin down), eV: 6.6 / 8.5
LUMO (spin up / spin down), eV: -1.78 / -0.34
Highest occupied orbital energy (spin up / spin down), Ha: -0.3073 / -0.3256

[2]
This record from the Open Molecules 2025 dataset describes a cluster of 2 separate species, C4H12N2 in total at a distorted geometry. The level of theory is wB97M-V/def2-TZVPD.

Element x y z (Å)
C: -0.55249 -2.10273 -1.29408
C: 0.45158 -1.48726 -1.90020
N: 1.67418 -1.87252 -2.48638
H: -0.17072 -3.10490 -0.85035
H: -1.45653 -1.59579 -0.99821
H: 0.26415 -0.34693 -2.10740
H: 1.66204 -2.91639 -2.44128
H: 2.41242 -1.23243 -2.57754
C: -1.26997 2.83728 1.87780
C: -0.11845 1.75276 1.93717
N: -0.14718 0.43491 1.39942
H: -1.04522 3.42574 0.90643
H: -1.18288 3.45870 2.76191
H: -2.35088 2.57018 2.09409
H: 0.14096 1.71657 3.00024
H: 0.63108 2.33672 1.39751
H: 0.14139 -0.36215 1.97340
H: -0.79882 0.11372 0.72590

Net charge: 0
E_tot, hartree: -269.01360
Orbital gap, eV: 9.4
LUMO, eV: 1.05
Highest occupied orbital energy, Ha: -0.3071

[3]
This record from the Open Molecules 2025 dataset describes the ion C3H7N2S with charge +1 at a distorted geometry. The level of theory is wB97M-V/def2-TZVPD.

Element x y z (Å)
C: -1.83257 1.49319 0.09423
N: -0.77150 0.65137 -0.27313
N: -0.70113 -0.53205 -0.21992
C: 0.52848 -1.26444 -0.47904
C: 1.55153 -0.75807 0.51889
S: 2.02658 0.90457 0.09157
H: -1.97076 1.98419 -0.85986
H: -1.25824 2.11093 0.79295
H: -2.65765 0.89957 0.31608
H: 0.87454 -0.96352 -1.45329
H: 0.42236 -2.35382 -0.38317
H: 1.31791 -0.77940 1.54103
H: 2.47045 -1.39250 0.31366

Net charge: +1
E_tot, hartree: -625.78979
Orbital gap (spin up / spin down), eV: 6.7 / 7.0
LUMO (spin up / spin down), eV: -7.42 / -6.71
Highest occupied orbital energy (spin up / spin down), Ha: -0.5175 / -0.5050